No. 1
# C73H75GeN7O2SSr

A molecular structure, C73H75GeN7O2SSr (wB97M-V/def2-TZVPD, the Open Molecules 2025 dataset).

Cartesian coordinates (Å):
Sr  0.122  -1.107  0.262
Ge  1.173  4.816  -1.670
S  -2.855  2.876  2.310
O  2.905  2.232  -1.400
O  1.867  0.471  -0.500
N  -0.028  -1.496  2.723
N  -0.835  1.342  1.800
N  2.147  -2.395  0.996
N  0.332  -1.653  -4.126
N  0.221  -3.225  -1.035
N  -1.963  -2.460  0.772
N  0.081  -0.465  -3.605
C  1.353  -3.673  -1.614
C  -0.193  3.441  5.297
C  2.644  -3.469  -1.128
C  -1.379  3.570  4.599
C  -4.232  1.652  -1.616
C  2.563  4.752  -4.267
C  2.439  7.320  -0.681
C  -2.170  -3.578  -1.374
C  -3.780  0.516  -2.279
C  -1.205  -5.209  -3.852
C  1.002  -1.323  3.570
C  -0.828  -3.723  -1.721
C  3.087  4.153  -5.399
C  0.655  1.865  3.677
C  1.350  -0.685  6.082
C  -1.056  -0.707  -5.518
C  -2.491  1.300  0.014
C  -1.685  -6.573  -3.352
C  -2.691  -2.990  -0.229
C  2.865  -2.009  2.065
C  -0.754  0.128  -4.432
C  -3.505  5.782  -1.828
C  -0.349  -4.513  -2.842
C  -2.811  5.516  -2.993
C  -4.192  -2.212  1.264
C  -2.863  5.685  -0.606
C  -1.527  5.336  -0.553
C  1.680  8.911  -2.802
C  2.489  -6.504  -2.992
C  -2.665  -0.161  -1.821
C  -0.336  -1.856  -5.280
C  -0.844  -0.732  4.727
C  -5.230  -3.317  -0.815
C  -0.810  5.069  -1.712
C  -1.161  -1.178  3.376
C  -5.413  -1.794  2.020
C  -1.942  0.182  -0.665
C  4.364  -2.817  0.594
C  5.401  -1.915  2.764
C  -2.816  -1.973  1.689
C  -1.476  5.157  -2.927
C  1.716  6.748  -1.720
C  -2.449  -1.354  2.880
C  5.936  -2.102  -1.159
C  -1.827  -0.224  5.735
C  2.777  8.662  -0.688
C  1.654  4.089  0.110
C  1.993  -5.212  -3.647
C  5.586  -3.212  -0.167
C  -1.537  2.842  3.433
C  -1.939  1.702  1.270
C  3.000  -2.892  0.084
C  0.506  -0.863  4.862
C  5.617  -3.018  3.804
C  -0.538  1.961  2.964
C  2.405  9.461  -1.756
C  1.335  7.572  -2.773
C  1.633  -2.044  6.732
C  1.216  2.647  0.219
C  1.770  4.030  -3.384
C  -2.470  -1.363  6.524
C  -3.577  2.043  -0.476
C  2.847  2.811  -5.639
C  4.284  -2.245  1.824
C  -4.114  -2.852  0.065
C  -5.738  -2.743  3.177
C  2.046  2.086  -4.772
C  2.078  1.689  -0.649
C  -5.561  -4.793  -0.580
C  1.019  -4.487  -2.773
C  2.343  -1.526  3.260
C  1.496  2.697  -3.660
C  0.816  2.608  4.827
H  -3.405  5.896  0.307
H  -0.836  -7.227  -3.167
H  -6.270  -1.754  1.342
H  4.700  -3.184  4.365
H  2.728  4.156  0.270
H  1.871  1.033  -4.941
H  -2.166  4.226  4.938
H  -4.547  6.068  -1.870
H  6.327  -1.767  2.199
H  5.082  -1.903  -1.802
H  -2.231  -6.456  -2.419
H  5.179  -0.977  3.280
H  3.339  9.088  0.135
H  -3.318  5.603  -3.946
H  -4.888  -2.822  3.849
H  0.183  2.532  -0.114
H  -1.121  1.112  -4.220
H  5.888  -3.951  3.312
H  -2.340  -1.033  -2.377
H  -6.599  -2.384  3.741
H  -0.640  -5.347  -4.780
H  6.156  -1.184  -0.618
H  -2.967  -2.049  5.843
H  -6.124  -2.714  -0.628
H  5.403  -4.147  -0.707
H  -3.205  -0.985  7.236
H  -1.038  5.277  0.410
H  1.155  4.703  0.867
H  -5.882  -4.949  0.449
H  -2.610  0.343  5.225
H  2.854  -4.571  -3.862
H  3.231  -6.993  -3.624
H  1.390  9.531  -3.643
H  0.887  -2.321  -3.605
H  1.745  2.536  5.378
H  3.456  -3.854  -1.736
H  -1.710  -1.917  7.071
H  -2.892  -3.998  -2.067
H  -4.299  0.191  -3.178
H  2.300  -0.217  5.810
H  2.734  6.697  0.152
H  6.798  -2.367  -1.774
H  -5.962  -3.739  2.800
H  0.842  -0.038  6.804
H  3.711  4.724  -6.078
H  -3.890  2.944  0.042
H  -0.237  -2.762  -5.845
H  1.441  1.230  3.304
H  -4.680  -5.407  -0.752
H  -3.257  -1.013  3.516
H  -5.258  -0.789  2.419
H  -0.923  4.945  -3.835
H  1.661  -7.194  -2.835
H  -5.075  2.223  -1.989
H  1.516  -5.465  -4.598
H  -0.046  4.009  6.208
H  2.783  5.795  -4.068
H  -4.948  -3.169  -1.860
H  -6.358  -5.130  -1.245
H  0.881  2.117  -2.990
H  2.148  -2.691  6.025
H  0.748  7.152  -3.579
H  2.252  -1.939  7.625
H  -1.712  -0.505  -6.343
H  -2.336  -7.052  -4.085
H  2.682  10.508  -1.777
H  -2.073  -4.584  -4.083
H  3.299  2.328  -6.496
H  6.424  -3.383  0.516
H  0.698  -2.526  7.008
H  1.288  2.295  1.244
H  -1.321  0.461  6.423
H  3.062  -1.309  4.043
H  6.411  -2.749  4.502
H  2.934  -6.289  -2.024

Computed properties:
F_max: 1.436 eV/Å
LUMO: 3.90 eV
relative energy (zero: lowest compared OMol25 entry of this formula, charge and spin): 43.1 kJ/mol
charge: -2
E: -159636.881 eV
HOMO-LUMO gap: 0.206 Eh

These are the Löwdin partial charges, in e, on atoms 1 to 8:
1 Sr 1.40
2 Ge 1.09
3 S 1.06
4 O -0.04
5 O -0.16
6 N 0.02
7 N 0.08
8 N 0.02


No. 2
# C74H148F10N15O24S10

13 unconnected molecules or ions with the total composition C74H148F10N15O24S10 (wB97M-V/def2-TZVPD, the Open Molecules 2025 dataset).

Cartesian coordinates (Å):
S  -3.092  4.762  1.808
S  0.166  0.275  -3.704
S  3.359  -3.050  2.191
S  5.736  4.572  -2.545
S  0.390  -1.827  -5.635
S  -0.312  2.273  6.672
S  1.059  -3.559  4.017
S  -5.896  5.235  1.411
S  2.722  2.889  6.642
S  6.518  2.075  -3.801
F  7.145  0.849  -2.685
F  -6.404  6.196  0.355
F  3.334  2.651  7.977
F  -0.770  2.400  8.201
F  3.227  -3.837  0.676
F  0.051  -1.533  -7.076
F  6.789  5.214  -1.468
F  -0.876  1.458  -3.976
F  -2.125  6.143  1.598
F  -0.284  -4.155  2.957
O  -3.113  4.342  3.187
O  4.482  -3.670  2.723
O  1.408  -4.649  4.808
O  2.861  4.298  6.321
O  4.537  4.427  -1.841
O  -4.649  0.683  -1.981
O  7.469  2.165  -4.840
O  -2.552  -6.679  7.108
O  -2.590  3.780  0.857
O  3.489  -1.750  1.716
O  -0.942  3.301  5.898
O  5.266  1.522  -4.160
O  -2.789  -5.092  0.165
O  0.548  -2.412  4.528
O  5.672  5.366  -3.729
O  -6.334  5.745  2.658
O  3.217  1.953  5.662
O  -6.315  3.931  1.021
O  -0.553  0.891  6.226
O  -0.384  -0.388  -2.535
O  1.807  -1.993  -5.560
O  -0.462  -2.842  -5.114
O  1.439  0.933  -3.543
O  -7.140  -0.896  0.891
N  -4.413  5.509  1.265
N  6.969  2.149  1.302
N  1.517  5.489  4.080
N  1.957  -3.214  2.727
N  0.782  5.613  -3.746
N  -4.647  -1.133  -4.326
N  4.927  -0.306  -6.409
N  -7.351  1.183  3.271
N  10.001  -4.613  -4.340
N  6.428  3.207  -2.670
N  1.231  2.592  6.917
N  0.340  -5.093  -1.078
N  0.199  0.299  1.169
N  -0.076  -0.465  -5.000
N  -3.121  -3.802  6.259
C  4.304  4.969  -7.363
C  6.869  -2.006  -5.589
C  -3.446  -0.350  -3.809
C  2.464  1.215  0.382
C  8.587  -2.727  -3.878
C  -5.907  1.654  3.014
C  0.267  6.731  -2.814
C  -5.217  -4.284  4.799
C  0.782  -3.613  -0.952
C  -2.253  -1.412  6.504
C  3.877  0.702  -6.802
C  0.414  0.349  2.634
C  6.722  3.365  0.846
C  -8.201  1.660  2.111
C  -3.459  0.016  -2.310
C  4.807  -0.809  -5.172
C  -1.736  -0.764  2.159
C  3.703  4.278  2.911
C  3.547  1.171  -0.700
C  -5.878  -0.283  -4.666
C  9.409  -4.735  -5.512
C  -2.912  -2.432  5.554
C  6.264  1.644  2.297
C  8.429  -3.869  -5.990
C  0.744  4.748  -1.466
C  -1.733  -4.489  -2.544
C  -2.478  -7.862  7.875
C  1.562  4.770  -2.769
C  -0.972  -0.007  3.232
C  -3.941  -3.681  7.534
C  -0.576  1.497  0.738
C  2.624  3.565  3.407
C  -4.088  -1.879  -5.655
C  3.689  5.663  3.160
C  -0.209  5.975  -1.534
C  6.905  -1.422  -6.879
C  1.590  -6.012  -1.154
C  1.465  0.099  0.292
C  4.869  3.564  2.344
C  -0.352  4.811  -4.312
C  1.509  4.175  3.944
C  -6.669  -1.098  2.217
C  -1.576  -4.632  0.641
C  2.601  6.222  3.763
C  -3.669  -0.845  -6.782
C  -3.789  -4.725  5.228
C  3.265  5.862  -6.758
C  -7.958  1.753  4.580
C  5.166  2.283  2.822
C  -3.897  -4.802  1.037
C  -4.601  1.400  -0.731
C  7.976  -2.859  -5.112
C  -5.044  -2.254  -3.260
C  5.797  -1.683  -4.772
C  0.446  6.176  4.804
C  5.940  -0.561  -7.285
C  5.661  4.064  1.391
C  9.669  -3.546  -3.548
C  8.176  1.396  0.846
C  4.335  -0.113  -0.781
C  -0.711  -0.884  1.047
C  -0.555  -5.431  -2.344
C  -4.954  1.191  4.106
C  -1.626  -5.670  7.516
C  -7.917  3.267  4.773
C  -1.669  -4.414  6.510
C  11.103  -5.502  -3.949
C  1.619  6.169  -4.910
C  -6.031  -3.275  -3.850
C  -6.522  -1.685  -0.095
C  -0.331  -5.461  0.227
C  -7.502  -0.355  3.308
C  2.551  5.227  -5.599
C  1.739  -3.135  -2.130
H  -0.110  6.477  -0.574
H  1.130  -0.084  -0.750
H  1.154  -0.397  2.911
H  2.152  7.054  -4.544
H  0.898  6.567  -5.639
H  -1.487  1.508  1.328
H  -4.519  -0.254  -7.135
H  11.586  -5.710  -4.901
H  -0.943  -6.436  -2.194
H  1.968  4.350  -5.874
H  -5.603  -3.940  -4.597
H  4.619  -0.469  0.215
H  -6.202  0.100  -3.708
H  -4.424  -3.909  0.684
H  -1.395  -3.577  0.347
H  -7.015  -1.435  -1.028
H  8.233  1.495  -0.240
H  -3.287  0.544  -4.422
H  8.362  -1.942  -3.151
H  2.993  1.372  -1.625
H  3.309  4.900  -4.872
H  0.500  7.258  4.544
H  -9.001  1.511  4.558
H  3.808  -0.998  -1.167
H  -3.253  -2.493  -5.390
H  1.506  4.703  -0.662
H  0.444  -5.433  0.998
H  -5.317  1.532  5.079
H  3.968  4.015  -7.792
H  -2.861  -0.145  -6.507
H  5.096  4.709  -6.676
H  -3.119  -4.699  4.368
H  2.130  -5.723  -2.058
H  -6.810  -2.156  2.491
H  -4.520  0.672  0.080
H  1.174  -7.017  -1.151
H  -2.535  -4.774  -1.866
H  5.269  -0.063  -1.351
H  -2.103  -1.743  2.462
H  -2.664  -7.580  8.919
H  -5.454  -1.425  -0.240
H  -3.922  1.521  4.014
H  -0.008  2.404  0.959
H  -7.512  1.253  5.432
H  4.040  0.929  -7.857
H  -0.064  -1.760  1.243
H  10.219  -3.407  -2.641
H  -8.271  3.790  3.885
H  -3.273  -1.479  -7.580
H  -1.252  5.695  -1.566
H  7.376  3.741  0.076
H  -0.730  1.422  -0.342
H  -6.596  -0.881  -5.207
H  4.517  6.314  2.943
H  -3.492  -4.606  2.044
H  -6.617  -2.735  0.167
H  -5.598  -5.094  4.171
H  2.518  7.286  4.027
H  -1.812  -5.359  8.585
H  0.625  3.632  4.291
H  8.046  0.373  1.174
H  2.049  -2.108  -1.987
H  4.756  5.514  -8.214
H  3.762  6.805  -6.448
H  -4.864  -2.560  -6.035
H  0.814  1.336  2.898
H  0.074  3.906  -1.355
H  11.765  -4.984  -3.272
H  2.495  5.315  -2.679
H  -0.628  -6.503  0.149
H  5.750  -2.026  -3.745
H  -9.220  1.487  2.421
H  -0.487  7.255  -3.432
H  -5.600  -0.859  2.231
H  -0.131  -3.015  -0.915
H  -2.100  -4.529  -3.577
H  4.191  2.035  -0.503
H  -1.572  -4.661  1.731
H  -2.581  -0.962  -4.036
H  -1.507  -8.349  7.728
H  -1.498  -3.415  -2.536
H  -5.385  -3.390  4.222
H  -3.291  -3.146  8.206
H  10.642  -6.334  -3.443
H  -6.007  2.742  2.981
H  2.589  2.498  3.418
H  -4.865  0.107  4.157
H  -2.528  0.535  -2.168
H  -6.411  -3.864  -3.012
H  8.044  -4.041  -6.971
H  -3.751  -5.731  5.683
H  -5.521  1.937  -0.511
H  0.574  6.012  5.865
H  9.767  -5.492  -6.205
H  -5.406  -1.737  -2.370
H  -3.824  2.173  -0.731
H  -4.095  -2.730  -2.974
H  2.957  0.209  -6.553
H  -0.843  -0.487  4.192
H  -1.226  -4.675  5.545
H  6.033  0.024  -8.178
H  -6.930  -2.782  -4.196
H  -8.567  -0.606  3.280
H  -5.926  -4.248  5.614
H  0.166  4.079  -4.927
H  -6.916  3.600  5.001
H  0.165  -5.374  -3.164
H  -5.631  1.307  2.022
H  -8.513  3.467  5.660
H  1.849  -0.848  0.637
H  -3.869  -2.022  5.248
H  5.444  5.029  0.975
H  2.221  -5.799  -0.288
H  -0.977  5.501  -4.844
H  -5.534  0.605  -5.189
H  -1.081  -3.584  6.942
H  -2.353  -0.416  6.076
H  2.549  6.196  -7.521
H  4.006  -0.514  -4.513
H  1.247  -3.671  0.037
H  -0.818  4.311  -3.469
H  -2.267  -2.627  4.692
H  1.968  2.198  0.293
H  -1.612  0.834  3.514
H  -7.998  2.714  1.948
H  -3.351  -0.925  -1.753
H  3.999  1.606  -6.197
H  -4.799  -3.051  7.296
H  -7.923  1.080  1.240
H  9.045  1.871  1.292
H  -4.215  -4.686  7.831
H  -2.597  -0.167  1.860
H  6.621  0.699  2.674
H  -0.585  -6.047  7.451
H  -0.549  5.776  4.603
H  -4.597  -5.641  1.078
H  4.603  1.928  3.668
H  1.787  3.809  -3.214
H  -1.204  -1.650  6.675
H  -7.077  -0.632  4.265
H  -1.093  -0.865  0.030
H  2.691  -3.663  -2.148
H  2.886  1.297  1.375
H  7.737  -1.617  -7.544
H  1.118  7.432  -2.682
H  -3.262  -8.524  7.507
H  1.267  -3.237  -3.115
H  -2.841  -1.313  7.434

Computed properties:
F_max: 7.804 eV/Å
LUMO: -10.14 eV
charge: +5
E: -286106.606 eV
HOMO-LUMO gap: 0.226 Eh

These are the Löwdin partial charges, in e, on atoms 1 to 8:
1 S 0.61
2 S 0.47
3 S 0.48
4 S 0.47
5 S 0.46
6 S 0.58
7 S 0.59
8 S 0.40